Computed, not measured: the molecule C14H22O4 in a non-equilibrium geometry, with wB97M-V/def2-TZVPD.

```
40
Properties=species:S:1:pos:R:3:forces:R:3
C 0.4059 3.3412 1.9001 -0.9117 0.7638 0.5693
C 0.9646 2.0115 1.3584 1.2464 2.3468 -2.1672
C 2.1087 2.4498 0.2484 -0.0621 -1.1407 1.8953
C -0.2247 1.2727 0.6807 2.3609 -2.3843 1.5067
C -1.0424 0.6478 1.8086 -2.6788 -1.3990 1.5686
C -1.2583 -0.9736 1.8918 1.1238 1.2698 0.4617
C -0.0575 -1.6395 1.3555 3.4337 0.0409 -2.8400
C 0.4538 -3.0080 1.8226 -1.1442 1.1705 1.8082
O 0.8892 -3.0078 3.2671 -1.2996 -0.6146 -1.8025
C 0.6529 -1.0895 0.2964 -0.6848 0.1024 1.7980
C 0.1939 0.2132 -0.3851 -0.7661 -1.4533 -0.0210
C -1.0082 -0.1500 -1.2551 0.5577 -1.2269 -3.6169
C -1.0460 -0.7992 -2.5476 1.6354 1.1828 4.4614
C 0.2034 -1.3499 -3.2089 0.9571 -1.5811 2.7922
O 0.5696 -0.6160 -4.3165 1.0512 0.4145 -1.5512
C -2.3781 -0.9723 -3.1267 -3.1144 4.6373 2.0583
O -3.2861 -0.2634 -2.6013 1.5759 -3.1675 -1.9946
O -2.5396 -1.5980 -4.2950 -2.4109 0.1244 1.5062
H -0.4561 3.1363 2.5774 0.3095 0.1349 -0.5963
H 1.0880 3.8929 2.5578 0.3040 -0.2605 -0.2731
H 0.0720 4.0902 1.1297 0.2385 -0.9598 0.4355
H 1.4034 1.5669 2.2612 -0.0463 -0.7449 -0.7072
H 1.6151 3.0098 -0.5175 -0.4191 0.2767 -0.6071
H 2.8531 3.1380 0.7048 -0.4610 -0.5156 -0.0957
H 2.6715 1.6050 -0.2284 -0.5769 0.6099 0.5764
H -0.8818 1.9579 0.2732 -0.8521 1.7221 -1.3631
H -2.0609 1.1987 1.8322 1.4134 -1.2404 0.1565
H -0.6192 0.7778 2.8127 0.2106 0.6700 -0.4146
H -2.0742 -1.2924 1.3070 -1.3522 -0.2751 -0.6466
H -1.3833 -1.3708 2.9243 -0.2266 0.7834 -0.4969
H -0.4185 -3.6856 1.6558 0.7799 0.0518 0.9264
H 1.2485 -3.3593 1.2002 0.6115 -0.0763 -0.3611
H 1.5876 -2.3620 3.3958 0.0588 0.1729 -0.4063
H 1.6411 -1.4736 -0.0270 -0.8890 -0.1630 0.2126
H 0.9624 0.5198 -1.0795 0.3720 0.4793 0.1470
H -1.9290 0.2343 -0.8588 -0.6078 -0.3247 -0.1572
H 1.1156 -1.3269 -2.5342 -1.3873 0.0565 0.0685
H 0.0990 -2.4766 -3.3418 -0.1776 1.0879 -0.5763
H 1.5502 -0.6173 -4.3197 -1.0464 0.1377 -0.4492
H -1.6855 -1.6317 -4.6185 2.8743 -0.7088 -1.8051
```
Forces are in eV/Å.

Summary:
SMILES = CC(C)[C@@H]1CCC(CO)=C[C@H]1/C=C(\CO)C(=O)O
Kohn-Sham gap = 9.001 eV
ΔE to the lowest compared entry with this formula, charge and spin = 51.96 kcal/mol
Electronic energy = -23061.485 eV
Highest occupied orbital energy = -9.1 eV
Spin multiplicity = 1

Löwdin atomic charge list, values in e, 8 entries: C -0.11; C -0.32; C -0.05; C -0.28; C -0.11; C -0.11; C -0.23; C -0.15